Below is a 3-piece molecular cluster, C37H57I2N2O8P2 overall in a non-equilibrium geometry, with properties calculated with ωB97M-V with the def2-TZVPD basis set.

Values from the calculation:
E_tot, hartree: -3433.530995
Lowest unoccupied orbital energy, eV: -2.32
Frontier orbital gap, hartree: 0.3334
Total charge: +1

Each line ends with the Löwdin charge.
Geometry (Å):
1 H -3.815 -2.321 2.620  0.07
2 H -3.578 4.465 -0.061  0.11
3 H -5.292 -1.348 -1.187  0.00
4 H -1.184 -4.061 0.802  0.10
5 I -6.100 -0.578 1.338  0.88
6 C -2.686 -1.652 5.900  -0.27
7 C -1.917 -2.368 -1.308  -0.19
8 O -1.481 -1.019 5.440  -0.19
9 C -1.590 4.668 -0.880  -0.05
10 C 1.615 -2.436 7.164  -0.23
11 H 2.471 -0.432 3.481  0.12
12 H 4.605 5.397 1.650  0.08
13 C -0.604 2.587 -1.601  -0.03
14 H -3.539 -0.853 0.763  0.04
15 H 5.778 4.349 0.845  0.07
16 H -1.139 -6.508 0.823  0.12
17 C -2.232 -4.660 -2.327  -0.07
18 C 0.744 -0.381 2.203  -0.08
19 C -2.792 1.036 -5.465  -0.06
20 H -3.346 -3.466 1.381  0.05
21 O 0.802 -0.707 4.599  -0.20
22 H 5.540 5.988 0.261  0.09
23 H 7.656 1.672 -3.387  0.07
24 H -3.691 2.075 -0.337  0.11
25 C -3.424 0.239 -3.266  -0.17
26 C -1.443 -5.977 -0.071  -0.11
27 H 7.653 1.981 -0.955  0.12
28 H -0.325 0.088 0.042  0.15
29 C -4.305 -1.615 0.670  -0.79
30 H -1.426 0.824 -3.879  0.10
31 H -3.492 -0.968 5.637  0.12
32 H 0.359 4.498 -1.715  0.11
33 O 0.458 -1.666 6.732  -0.17
34 C -4.093 0.890 -5.908  -0.07
35 H -3.675 -2.256 7.715  0.08
36 H -1.809 0.166 0.687  0.17
37 H -0.211 -2.071 -0.011  0.14
38 O 4.408 4.440 -1.593  -0.19
39 H -3.507 -2.089 -2.708  0.13
40 H 3.644 3.374 -5.647  0.08
41 I -5.417 -3.936 -1.069  0.99
42 C 2.908 -1.936 6.552  -0.07
43 N -1.766 -6.713 -1.131  0.08
44 H -2.404 -6.627 -3.082  0.11
45 H 2.947 2.634 -4.214  0.07
46 H -6.091 0.338 -5.376  0.11
47 C -1.476 -4.590 -0.099  -0.04
48 O 5.410 3.325 -3.542  -0.20
49 H 1.228 -0.673 1.265  0.08
50 H -5.533 -0.206 -3.077  0.12
51 H -2.445 -0.995 7.939  0.09
52 C 3.937 4.643 -0.257  -0.28
53 H 8.660 3.415 -1.089  0.12
54 C -2.146 -6.035 -2.209  -0.14
55 C -2.694 -1.905 7.394  -0.07
56 P -0.136 -1.871 5.268  0.47
57 H -2.014 1.386 -6.130  0.11
58 C -1.884 -3.881 -1.221  -0.21
59 H 3.370 1.626 -5.612  0.08
60 C -4.732 0.126 -3.729  -0.03
61 H -1.031 0.114 -2.131  0.14
62 C -2.725 3.968 -0.504  -0.05
63 H -1.236 -2.133 -2.137  0.16
64 H 9.322 1.972 -2.905  0.08
65 C 7.873 2.847 -1.581  -0.24
66 H -4.348 1.125 -6.933  0.11
67 H 0.252 2.072 -2.029  0.12
68 H 0.710 0.710 2.252  0.09
69 H 1.459 -3.492 6.939  0.12
70 H -2.545 -4.198 -3.255  0.12
71 C -4.511 -2.000 -0.811  -0.74
72 O 6.718 3.727 -1.623  -0.18
73 H -3.908 0.280 -1.205  0.12
74 H -1.723 -2.061 0.845  0.10
75 N -1.285 -0.240 -0.089  0.12
76 C 8.329 2.418 -2.961  -0.07
77 C 1.509 -0.940 3.390  -0.29
78 H -2.841 -2.581 5.345  0.11
79 C -0.533 3.954 -1.431  -0.06
80 C -2.796 2.594 -0.663  -0.02
81 C -1.768 0.376 -1.373  -0.20
82 H -1.491 5.739 -0.782  0.11
83 H 3.154 5.398 -0.324  0.11
84 H 2.989 -2.224 5.502  0.07
85 H 2.967 -0.850 6.602  0.09
86 H 1.652 -2.334 8.246  0.12
87 O -0.314 -2.837 4.164  -0.23
88 H 5.162 1.305 -3.984  0.10
89 H 3.479 3.719 0.112  0.11
90 C 3.674 2.487 -5.014  -0.07
91 C -5.069 0.434 -5.034  -0.06
92 C -1.246 -1.745 -0.081  -0.09
93 C 5.067 2.284 -4.456  -0.30
94 H 1.717 -2.001 3.254  0.11
95 C -3.126 -0.159 -1.826  -0.17
96 P 5.269 3.127 -1.935  0.47
97 H 8.354 3.267 -3.642  0.09
98 H 3.761 -2.366 7.077  0.09
99 C -2.466 0.708 -4.155  -0.03
100 H -0.288 -0.744 2.205  0.06
101 H -1.957 -2.661 7.671  0.07
102 C -3.275 -1.736 -1.705  -0.24
103 O 4.401 1.938 -1.798  -0.24
104 C -1.736 1.879 -1.218  -0.19
105 C 5.027 5.124 0.682  -0.08
106 H -5.062 -3.261 1.871  0.04
107 C -4.123 -2.757 1.663  -0.24
108 H 5.799 2.323 -5.265  0.12